Entry 1:
A 2-piece molecular cluster, C2H6N3O overall at a distorted geometry, computed with ωB97M-V/def2-TZVPD.

Summary:
ΔE to the lowest compared entry with this formula, charge and spin in kJ/mol: 333.3
Charge: +1
Frontier orbital gap in eV: 11.0
HOMO in eV: -15.59

Cartesian coordinates (Å):
C 2.619802 0.296854 1.687922
C 0.880785 0.329821 0.383929
N 1.814243 -0.445685 1.023729
N 1.247498 1.590550 0.730334
N -1.442213 -0.663339 -0.753761
O 2.390607 1.553961 1.513680
H 3.511087 -0.166378 2.234542
H -0.181909 -0.003440 -0.162836
H 0.833437 2.496022 0.646944
H -2.308790 -0.191952 -0.687482
H -1.748389 -1.629296 -0.710142
H -1.304659 -0.566582 -1.737845

Atoms 1-2, force components in eV/Å:
1.5 -2.3 -0.2
1.3 1.8 1.9


Entry 2:
The molecule C9H9ClSi at a distorted geometry, computed with ωB97M-V/def2-TZVPD.

Summary:
ΔE to the lowest compared entry with this formula, charge and spin in kJ/mol: 60.7
Charge: 0
Frontier orbital gap in eV: 10.2
HOMO in eV: -9.49
SMILES: C#C[Si@@](C)(Cl)c1ccccc1

Cartesian coordinates (Å):
C -2.589135 2.731562 0.109052
C -1.499403 2.330702 -0.221240
C 0.583036 -2.676102 1.563541
C 1.418399 -1.624019 1.973213
C -0.291399 -2.450291 0.476687
C 1.271361 -0.371405 1.374207
C -0.410046 -1.223396 -0.088606
C 0.365126 -0.128398 0.351402
C 0.217353 1.277878 -2.560099
Si 0.187168 1.491927 -0.546380
Cl 1.555475 2.803342 0.048643
H -3.629394 2.870953 0.166960
H 0.655170 -3.562781 2.169250
H 2.201283 -1.661656 2.722061
H -1.209387 -2.971559 0.190216
H 1.711700 0.436588 1.841635
H -1.090098 -1.274201 -0.965586
H 1.144438 1.772838 -2.737843
H 0.092873 0.320271 -3.140130
H -0.684522 1.907746 -2.726981

Atoms 1-2, force components in eV/Å:
0.4 -0.7 -0.7
1.2 -0.6 0.3


Entry 3:
C7H16CrF6O11S2 as an isolated structure at a distorted geometry, computed with ωB97M-V/def2-TZVPD.

Summary:
2S+1: 6
ΔE to the lowest compared entry with this formula, charge and spin in kJ/mol: 28.3
Charge: +1
Frontier orbital gap (spin up / spin down) in eV: 8.9 / 2.6
HOMO (spin up / spin down) in eV: -11.96 / -12.01

Cartesian coordinates (Å):
Cr -0.411767 -0.151363 -0.313708
C -2.069107 1.531407 3.529222
F -0.916197 0.940897 3.823742
F -3.068387 0.705737 3.585282
F -2.296547 2.614807 4.298662
S -1.914047 2.253207 1.763372
O -1.420797 1.191277 0.882242
O -3.272437 2.730057 1.536632
O -0.987847 3.371727 1.879112
C 3.787413 -1.476783 -1.440418
F 3.687573 -1.915983 -0.229318
F 4.235143 -0.288263 -1.442408
F 4.722693 -2.125893 -2.138998
S 2.078753 -1.628883 -2.333688
O 1.871923 -3.050063 -2.629968
O 1.064053 -1.064903 -1.419678
O 2.200313 -0.807083 -3.550348
C 0.750143 -1.793163 2.666812
O -0.166057 -1.364593 1.672982
H 0.597173 -2.834883 2.948802
H 1.765443 -1.767543 2.271062
H 0.753883 -1.097133 3.505632
H -1.068157 -1.537913 1.951872
C -2.209177 -2.092013 -1.781198
C -2.970107 -0.805643 -2.000058
O -2.058807 0.232727 -1.779768
O -1.502907 -2.085053 -0.538068
H -1.454847 -2.139333 -2.566598
H -2.876067 -2.937113 -1.952008
H -3.806627 -0.774923 -1.301918
H -3.584707 -0.915273 -2.893558
H -2.424407 1.064267 -2.090378
H -1.617337 -2.935903 -0.108458
C 1.132793 2.648807 -0.850058
C 2.076933 1.894387 0.044872
O 1.431653 0.972647 0.890872
O 0.210073 1.788647 -1.456778
H 1.734263 3.073037 -1.654018
H 0.660333 3.432197 -0.257448
H 2.566783 2.586017 0.730302
H 2.826573 1.470737 -0.623458
H 2.063653 0.834977 1.600262
H -0.121237 2.252137 -2.229448

Atoms 1-2, force components in eV/Å:
-0.1 1.9 1.8
0.7 2.7 -2.4


Entry 4:
The molecule C4H7NO at a distorted geometry, computed with ωB97M-V/def2-TZVPD.

Summary:
ΔE to the lowest compared entry with this formula, charge and spin in kJ/mol: 183.7
Charge: 0
Frontier orbital gap in eV: 11.4
HOMO in eV: -10.81
SMILES: C[C@H](C#N)CO

Cartesian coordinates (Å):
C -0.748421 1.528130 0.152917
C -0.297822 0.178285 -0.468452
C 0.890450 -0.729198 0.140056
O 2.267407 -0.428217 0.168176
C -1.313401 -0.860467 -0.190044
N -1.862686 -1.815835 0.163986
H -1.715771 1.837805 -0.272425
H -0.900809 1.448854 1.232560
H -0.052544 2.350269 -0.045304
H -0.266429 0.323962 -1.558667
H 0.763166 -1.666495 -0.403130
H 0.527803 -0.909297 1.154015
H 2.709061 -1.257790 -0.073683

Atoms 1-2, force components in eV/Å:
0.1 -0.1 0.1
0.1 -0.1 0.0


Entry 5:
A 2-piece molecular cluster, C4H11NO2 overall at a distorted geometry, computed with ωB97M-V/def2-TZVPD.

Summary:
ΔE to the lowest compared entry with this formula, charge and spin in kJ/mol: 193.0
Charge: 0
Frontier orbital gap in eV: 9.4
HOMO in eV: -8.50
SMILES: CC[C@H](N)C=O.O

Cartesian coordinates (Å):
O -0.278879 -1.610553 0.559600
C -0.456935 -0.432204 0.624446
C 0.745474 0.567090 0.937008
C 0.099691 1.916807 1.314136
C -0.560130 2.817828 0.237707
N 1.712695 0.781097 -0.096492
H -1.376688 0.147240 0.452687
H 1.147718 0.078205 1.848592
H 0.900933 2.581206 1.688197
H -0.675891 1.627718 2.012249
H 0.104394 3.604013 -0.100691
H -1.012934 2.311728 -0.637919
H -1.413942 3.331544 0.724332
H 1.325473 1.134824 -0.952906
H 2.516106 0.207149 -0.266707
H -1.028805 -4.508629 -2.716588
H -1.736691 -3.111134 -2.938481
O -0.932191 -3.546477 -2.667673

Atoms 1-2, force components in eV/Å:
-0.8 -0.3 0.0
2.4 1.3 -0.3


Entry 6:
An isolated ion of composition C3H7FN3 and charge +1 at a distorted geometry, computed with ωB97M-V/def2-TZVPD.

Summary:
ΔE to the lowest compared entry with this formula, charge and spin in kJ/mol: 231.9
Charge: +1
Frontier orbital gap in eV: 11.3
HOMO in eV: -15.02
SMILES: CC(=[NH2+])N1N[C@@H]1F

Cartesian coordinates (Å):
C -0.224189 0.357646 -0.282295
C -0.181159 -2.165615 -0.069046
C -0.469985 0.738406 1.165894
N 0.353169 -1.865964 -1.511750
N 0.187290 -0.852632 -0.462651
N -0.168926 1.282575 -1.252436
F -1.439914 -2.453939 0.020682
H 0.446369 -2.543155 0.722961
H -1.495320 0.978569 1.022375
H -0.312805 0.005658 1.905112
H 0.016493 1.719356 1.330313
H 1.326181 -2.166891 -1.720681
H -0.327875 2.265619 -1.020759
H 0.318253 1.078342 -2.134971

Atoms 1-2, force components in eV/Å:
1.8 1.5 -0.1
2.3 1.4 -1.8


Entry 7:
A 2-piece molecular cluster, C2H6N3O overall at a distorted geometry, computed with ωB97M-V/def2-TZVPD.

Summary:
ΔE to the lowest compared entry with this formula, charge and spin in kJ/mol: 497.1
Charge: +1
Frontier orbital gap in eV: 9.7
HOMO in eV: -14.98

Cartesian coordinates (Å):
C 0.297015 -1.827192 -0.727347
C -1.123372 -0.275669 -0.251068
N -0.615126 -1.002296 -1.274104
N 0.149146 -1.795559 0.570782
N 0.181548 2.186971 0.166971
O -0.689933 -0.839771 0.922595
H 1.091454 -2.457135 -1.097387
H -1.597390 0.699760 -0.219897
H 0.699653 1.762420 0.622343
H 0.708418 -2.062312 1.390126
H 0.830176 2.470838 -0.578623
H 0.068413 3.139945 0.475608

Atoms 1-2, force components in eV/Å:
-1.1 0.1 0.6
2.2 -3.2 -0.7


Entry 8:
A 2-piece molecular cluster, C27H50BrN4O3 overall at a distorted geometry, computed with ωB97M-V/def2-TZVPD.

Summary:
Charge: +1
Frontier orbital gap in eV: 7.5
HOMO in eV: -9.92

Cartesian coordinates (Å):
C -5.580253 -1.305914 0.651303
C -5.861218 -0.658905 -0.813506
C -4.720544 -1.111046 -1.882181
C -3.498759 -0.077324 -1.864163
C -2.256758 -0.585674 -2.744497
C -1.485772 0.581340 -3.548898
C -1.136516 1.875746 -2.678819
N 0.308991 2.141309 -2.408561
C 0.483315 3.219416 -1.361297
C -0.233649 4.612052 -1.711569
C 0.256641 5.300895 -3.080440
C 2.051102 3.591773 -1.106417
O 2.806120 2.439485 -0.661400
C 2.607753 1.462933 -1.744930
C 3.762677 0.360503 -1.768299
Br 3.206621 -1.529579 -1.820535
C 4.762377 0.635440 -3.016663
C 4.269449 -0.148044 -4.354972
C 1.104290 0.942571 -1.885763
C 0.446993 0.194756 -0.649249
C 1.302158 0.066092 0.694860
C 0.853706 -1.245928 1.556227
N 1.791116 -1.283233 2.750813
C 0.917878 -1.517204 3.939696
C 1.673301 -1.472279 5.344208
C 1.659393 -2.784494 6.216096
C 2.343416 -2.797246 7.629901
C 3.050674 -1.517658 8.211975
C 3.061877 -0.230100 7.315283
C 2.378457 -0.213936 5.903292
O 2.450421 1.031331 5.175944
H -5.594820 -2.443823 0.540688
H -4.564252 -0.908270 0.989587
H -6.409104 -0.984639 1.385300
H -6.907386 -0.936150 -1.192323
H -5.790051 0.489006 -0.750545
H -5.231191 -1.118548 -2.903077
H -4.410940 -2.175617 -1.561422
H -3.858580 0.914385 -2.335752
H -3.158499 0.180958 -0.787044
H -1.578812 -1.251655 -2.114634
H -2.702984 -1.276951 -3.560968
H -0.595896 0.101449 -4.093535
H -2.212716 0.900299 -4.391783
H -1.682044 1.927332 -1.660160
H -1.559709 2.776608 -3.270993
H 0.754873 2.471806 -3.284734
H 0.077656 2.901663 -0.325860
H -0.002483 5.333937 -0.843703
H -1.384706 4.525745 -1.774839
H 1.208133 5.939448 -2.962173
H 0.392069 4.524437 -3.921315
H -0.580941 6.007402 -3.451122
H 2.025030 4.359809 -0.241695
H 2.534783 4.128171 -1.992001
H 2.788233 2.104346 -2.701491
H 4.409417 0.516437 -0.821926
H 4.839258 1.757939 -3.257026
H 5.822360 0.276782 -2.780352
H 4.725867 -1.191154 -4.329947
H 3.127296 -0.136515 -4.459676
H 4.672890 0.372597 -5.304226
H 1.124775 0.201894 -2.776139
H 0.226195 -0.891023 -0.989486
H -0.590401 0.596432 -0.323937
H 2.428210 -0.020734 0.574179
H 1.015060 0.963798 1.365350
H -0.245362 -1.192513 1.856177
H 0.972332 -2.194486 0.899653
H 2.430218 -2.073619 2.575104
H 0.366986 -2.519529 3.878603
H 0.121664 -0.678457 3.949802
H 1.130417 -3.716937 5.793055
H 2.304403 -3.780775 8.210915
H 3.514410 -1.547745 9.251398
H 3.546767 0.719847 7.714457
H 3.398843 1.058103 4.884854
C -2.807560 -3.899628 0.774885
O -2.449587 -2.784074 1.124344
N -2.083943 -4.666299 -0.078345
N -3.957514 -4.466733 1.208817
H -2.360260 -5.584085 -0.377322
H -1.221083 -4.279321 -0.423716
H -4.523086 -3.927801 1.844620
H -4.269490 -5.380627 0.934039

Atoms 1-2, force components in eV/Å:
-0.5 0.8 -1.0
0.6 0.1 0.2